ORCA calculation (wB97M-V/def2-TZVPD) on C15H32N4O6S2Sr as an isolated structure in a non-equilibrium geometry.

The geometry in XYZ format:
```
60
Properties=species:S:1:pos:R:3:forces:R:3
Sr 0.224231 -0.008610 -0.220785 -1.08 0.66 -0.25
O 3.366001 1.126870 1.903097 -0.20 -0.28 -0.04
C 3.872348 1.816502 0.773012 0.05 0.00 0.06
C 4.160793 0.871644 -0.376223 -0.06 -0.07 -0.16
N 2.955190 0.360912 -1.030633 0.02 -0.05 0.05
C 2.579578 1.175093 -2.184492 0.19 -0.22 -0.01
C 1.966895 2.526974 -1.742128 -0.21 -0.33 0.20
O 2.384898 3.558769 -2.267351 0.16 0.32 -0.19
O 1.054356 2.414713 -0.865422 -0.06 -0.04 0.01
C 2.991131 -1.087586 -1.195100 0.19 -0.01 -0.08
C 2.771091 -1.813809 0.159096 -0.34 0.57 0.08
O 3.354060 -2.855704 0.391109 0.23 -0.31 0.01
O 1.930586 -1.205212 0.942489 0.83 -0.49 0.18
H 2.846469 0.353229 1.586488 0.19 0.24 0.08
H 4.808446 2.296176 1.080746 -0.01 -0.01 0.02
H 3.178823 2.601783 0.457834 0.03 -0.01 -0.05
H 4.730659 0.022020 0.016080 -0.02 0.06 0.05
H 4.798385 1.371523 -1.123076 -0.02 0.04 0.06
H 1.815349 0.639885 -2.758391 0.00 -0.01 -0.02
H 3.438612 1.367528 -2.845927 -0.06 -0.02 0.00
H 3.935007 -1.456739 -1.624844 -0.06 0.03 0.01
H 2.183216 -1.389478 -1.872634 -0.03 -0.06 0.02
N -1.757711 1.624936 -1.287223 0.07 0.05 -0.07
C -2.611161 2.490336 -0.501240 0.01 0.00 -0.03
C -3.346244 1.678729 0.563728 -0.16 -0.04 0.11
N -2.493725 0.958527 1.469306 0.07 0.02 -0.18
C -2.059451 1.541624 2.701479 -0.13 -0.03 0.15
C -0.752185 2.323692 2.586300 0.12 0.06 -0.12
N 0.309791 1.481098 2.055788 0.05 0.01 0.06
H -1.061529 2.146202 -1.804657 0.05 0.02 -0.04
H -2.245252 0.997945 -1.918207 0.00 -0.01 0.08
H -3.357727 3.042420 -1.097722 -0.03 -0.03 0.03
H -1.974819 3.242413 -0.028474 0.02 -0.02 0.02
H -3.969562 0.936465 0.054163 0.02 0.03 -0.05
H -4.032857 2.352599 1.108559 0.03 -0.01 0.01
H -2.631335 -0.041454 1.439123 0.03 -0.02 0.02
H -1.910582 0.737034 3.429460 0.03 0.00 -0.02
H -2.826834 2.214741 3.129336 0.01 -0.02 -0.03
H -0.505542 2.752544 3.570467 -0.04 -0.01 -0.02
H -0.882469 3.162774 1.898315 -0.05 -0.03 0.01
H 0.716062 0.886721 2.771462 -0.02 -0.05 0.05
H 1.051979 2.033095 1.643602 0.09 0.11 0.09
C -2.212910 -3.022591 -3.915768 0.03 -0.01 -0.06
C -1.758554 -2.371216 -2.618288 0.06 0.06 0.12
S -0.463582 -1.168343 -2.858880 -0.14 -0.18 -0.04
C -2.337160 -2.724248 -1.448080 0.16 0.21 -0.12
C -3.427298 -3.772064 -1.417476 -0.10 -0.01 0.10
S -1.978445 -2.046343 0.151183 0.02 -0.09 -0.11
H -1.679170 -2.575117 -4.753509 -0.03 -0.01 0.04
H -3.287176 -2.896060 -4.090682 -0.03 0.02 0.01
H -2.013171 -4.100097 -3.932544 0.03 -0.02 0.01
H -3.397001 -4.458112 -2.262948 0.04 -0.04 -0.11
H -4.421647 -3.306847 -1.407838 0.00 0.03 0.01
H -3.352840 -4.358960 -0.499949 0.03 0.03 0.00
C -0.061112 -2.246867 3.480760 -0.08 -0.03 -0.01
O 0.980097 -1.291257 3.481841 0.09 0.02 -0.03
H 0.327410 -3.264220 3.613934 -0.02 0.00 0.03
H -0.641356 -2.233561 2.552824 0.01 -0.01 0.01
H -0.728488 -2.019305 4.315372 -0.01 -0.02 0.02
H 1.447433 -1.393717 2.623538 0.03 0.01 0.05
```
Positions in Å, forces in eV/Å.

## Properties
ΔE to the lowest compared entry with this formula, charge and spin (kcal per mole): 6.5
DFT total energy (a.u.): -2088.536748
Charge: -2
E_HOMO (eV): -0.46
Gap between HOMO and LUMO (eV): 5.320

ORCA calculation (wB97M-V/def2-TZVPD) on a 2-piece molecular cluster, C15H32N5O7 overall in a non-equilibrium geometry.

The geometry in XYZ format:
```
59
Properties=species:S:1:pos:R:3:forces:R:3
O -1.332029 5.516721 0.647139 -0.04 0.05 0.17
O -5.418409 3.700779 2.486709 0.15 0.01 -0.20
O 6.260181 -3.462347 2.556343 -0.11 -0.19 -0.54
O 5.569873 -0.321886 -1.444759 0.21 -0.19 0.29
O 4.219697 -5.543835 1.173961 0.21 0.58 0.15
O 5.863565 -2.373593 0.590493 -0.71 -0.35 -0.64
O 2.526834 -3.539834 -0.221597 -0.14 -0.28 -0.21
C -2.212499 4.830222 0.158796 1.30 0.88 -0.87
C -5.414893 3.442007 1.293347 0.41 0.18 1.17
C -0.072521 -1.460920 -0.516410 -0.76 0.49 -0.11
N 0.391531 -1.774628 0.658281 0.07 -0.01 1.83
N -6.538292 3.322025 0.577841 -0.56 -0.18 -0.92
N -1.149980 -0.717782 -0.698345 -0.58 0.58 0.44
N -3.063623 4.161640 0.941193 -1.71 -1.11 0.45
N 0.585352 -1.925435 -1.536491 0.75 -0.55 -1.65
C -2.330400 4.732737 -1.350073 -0.10 0.10 0.29
C -7.880338 3.520573 1.126853 0.27 0.05 0.34
C 3.829979 -1.528695 -2.520174 -0.08 -0.39 0.16
C 5.841055 -3.651394 1.217941 0.47 0.72 0.90
C -2.036499 -0.151389 0.337417 -0.20 0.19 -0.35
C -2.483647 1.266777 -0.035073 -0.01 -0.07 0.40
C 5.028714 -1.639151 -1.580131 -0.08 0.56 -0.36
C 4.398011 -4.119925 1.150990 0.68 -0.81 0.33
C 4.661941 -2.176314 -0.180757 0.13 0.40 -0.38
C 3.961616 -3.543153 -0.177723 0.25 -0.49 0.39
C -3.590569 1.755538 0.908719 -0.04 -0.14 -0.34
C -4.092058 3.171591 0.565587 0.61 0.25 0.14
H 6.981694 -2.808776 2.556589 -0.28 -0.38 -0.07
H 6.087194 -0.067057 -2.228285 -0.32 -0.37 0.41
H 4.625721 -5.919494 1.980199 -0.31 0.39 -0.49
H 2.255140 -4.469019 -0.047560 0.21 0.69 -0.15
H -0.065168 -1.437320 1.485157 0.16 -0.11 0.14
H 1.242033 -2.319405 0.716098 0.03 -0.05 0.14
H -6.459894 3.105936 -0.401156 -0.03 0.07 0.02
H -1.411106 -0.540559 -1.653140 -0.09 0.05 -0.04
H -2.972802 4.369532 1.928475 -0.13 -0.11 -0.01
H 1.403947 -2.493617 -1.350104 0.07 -0.10 -0.26
H 0.299806 -1.732470 -2.477963 0.09 -0.04 -0.10
H -3.310453 5.090826 -1.657457 -0.12 -0.13 -0.20
H -1.566923 5.368488 -1.798039 -0.08 -0.10 0.17
H -2.178445 3.707524 -1.672186 -0.12 -0.16 -0.22
H -8.634591 3.392991 0.348596 0.27 -0.02 0.01
H -8.066022 2.801808 1.928359 -0.01 0.10 -0.07
H -7.963588 4.527665 1.541831 -0.02 -0.12 -0.02
H 4.152657 -1.137592 -3.490276 -0.05 -0.06 0.19
H 3.083898 -0.847965 -2.100477 0.11 0.00 -0.04
H 3.373308 -2.508270 -2.685964 -0.05 -0.01 -0.11
H 6.499179 -4.350384 0.687090 0.08 0.07 0.05
H -2.917937 -0.789954 0.431524 0.09 -0.08 0.10
H -1.535525 -0.109621 1.305967 0.08 -0.11 -0.12
H -2.866242 1.269026 -1.056966 0.04 0.01 -0.15
H -1.623099 1.934087 0.025202 0.02 0.07 -0.14
H 5.777448 -2.304441 -2.023803 0.00 -0.12 0.17
H 3.841586 -3.653315 1.971739 0.01 0.09 -0.08
H 4.027560 -1.442496 0.326803 -0.01 0.16 0.01
H 4.356655 -4.157955 -0.995136 -0.11 -0.05 0.04
H -3.228035 1.740072 1.938671 -0.14 0.09 0.05
H -4.430311 1.061480 0.837221 -0.10 -0.07 0.10
H -4.300280 3.229944 -0.501085 0.30 0.10 -0.18
```
Positions in Å, forces in eV/Å.

## Properties
ΔE to the lowest compared entry with this formula, charge and spin (kcal per mole): 0.0
DFT total energy (a.u.): -1391.063512
Charge: +1
E_HOMO (eV): -11.54
Gap between HOMO and LUMO (eV): 8.962

ORCA calculation (wB97M-V/def2-TZVPD) on a 3-piece molecular cluster, C15H33ClO4Si overall in a non-equilibrium geometry.

The geometry in XYZ format:
```
54
Properties=species:S:1:pos:R:3:forces:R:3
C -2.357547 0.430604 1.860851 0.99 -0.56 -0.94
C -2.376273 0.616848 0.292441 -1.19 0.05 1.73
C -3.860073 0.889820 -0.087060 0.44 0.65 -0.53
C -4.154340 1.088907 -1.609780 -0.52 -0.01 0.33
Si -3.572726 -0.320227 -2.741946 0.13 0.29 0.27
C -1.860762 -0.027036 -3.524078 -0.31 -0.20 -0.37
C -1.631945 1.410802 -4.083735 1.27 -0.10 0.25
C -0.911147 2.324065 -3.028932 -0.27 -0.39 -0.52
Cl -1.824213 3.869778 -2.737992 0.43 -0.57 0.12
H -3.075114 -0.352765 2.156044 0.08 0.49 -0.05
H -1.360069 0.021986 2.119962 -0.43 0.42 0.23
H -2.534141 1.374746 2.394059 -0.05 -0.36 -0.13
H -1.955909 -0.315757 -0.117908 -0.21 0.46 -0.30
H -1.762004 1.500859 0.056613 -0.07 -0.46 -0.23
H -4.533603 0.135711 0.358812 0.43 0.06 -0.34
H -4.129290 1.846044 0.408388 0.08 -0.47 -0.10
H -5.261058 1.135505 -1.712252 0.52 -0.01 -0.07
H -3.799510 2.086401 -1.937310 0.00 -0.56 0.08
H -3.543901 -1.553962 -1.917688 0.08 -0.07 -0.03
H -4.565931 -0.574528 -3.814658 0.04 0.15 -0.07
H -1.096481 -0.335952 -2.781885 -0.17 0.40 -0.40
H -1.749671 -0.735417 -4.371597 -0.14 0.20 0.49
H -2.531551 1.885988 -4.503033 0.19 -0.20 0.41
H -0.920060 1.325112 -4.928386 -0.43 0.08 0.26
H -0.775393 1.753838 -2.095097 -0.34 0.63 -0.16
H 0.092895 2.609606 -3.376485 -0.49 0.04 0.10
C 1.483326 1.575109 5.215289 0.03 0.06 -0.18
C 1.489699 0.119378 5.633029 0.10 0.30 0.04
O 1.068836 -0.732990 4.563150 -0.46 -0.35 0.20
C 1.880760 -1.188154 3.600770 0.38 0.16 -0.36
C 3.248801 -0.578958 3.443793 0.43 -0.19 0.39
O 1.491135 -2.024944 2.828874 -0.28 0.03 0.14
H 2.184277 1.764267 4.401426 0.06 0.00 0.08
H 1.750382 2.216644 6.055958 -0.01 -0.02 0.00
H 0.493831 1.860878 4.855768 -0.01 -0.03 0.09
H 2.456211 -0.199476 6.027132 0.03 0.01 -0.10
H 0.764814 -0.030342 6.432506 -0.06 -0.16 -0.13
H 3.204558 0.211372 2.694397 0.00 -0.01 0.01
H 3.931683 -1.355340 3.102225 -0.13 0.05 -0.19
H 3.665622 -0.182177 4.366796 -0.08 0.18 -0.06
C 2.484431 -2.956658 -0.520980 0.09 -0.10 -0.15
C 2.103076 -1.492691 -0.552270 -0.05 -0.28 0.07
O 3.191469 -0.681827 -1.020545 -0.08 0.33 0.48
C 3.454547 -0.466949 -2.315716 0.15 -0.18 -0.37
C 2.767803 -1.311847 -3.353487 -0.64 0.13 -0.20
O 4.277225 0.349397 -2.628445 0.05 0.12 0.18
H 2.722303 -3.332586 -1.517519 -0.10 0.01 -0.01
H 1.671179 -3.555502 -0.110467 0.02 0.04 0.05
H 3.373015 -3.102192 0.094342 -0.09 0.04 0.09
H 1.197861 -1.308501 -1.135587 0.08 0.00 -0.10
H 1.889536 -1.156986 0.461708 0.15 0.09 -0.05
H 3.410478 -2.149403 -3.622202 0.00 0.01 0.03
H 2.598959 -0.697078 -4.236430 0.24 -0.03 -0.01
H 1.793997 -1.683425 -3.040862 0.11 -0.18 0.03
```
Positions in Å, forces in eV/Å.

## Properties
SMILES: CCCC[SiH2]CCCCl.CCOC(C)=O.CCOC(C)=O
DFT total energy (a.u.): -1641.965808
E_HOMO (eV): -10.17
Gap between HOMO and LUMO (eV): 10.772

ORCA calculation (wB97M-V/def2-TZVPD) on a 10-piece molecular cluster, C15H33N11O21 overall in a non-equilibrium geometry.

The geometry in XYZ format:
```
80
Properties=species:S:1:pos:R:3:forces:R:3
N 3.970522 -0.722076 -0.025014 -0.46 -1.89 0.05
O 4.144091 0.505703 -0.673618 -2.22 1.93 -1.58
C 2.831261 1.109116 -0.553950 -0.63 1.49 4.69
O 2.535517 1.535849 0.593417 0.86 -1.37 -5.28
O 1.913156 1.159513 -1.667828 0.96 -1.51 3.20
C 0.666606 0.669125 -1.074119 -4.60 -1.57 1.64
C 0.348906 -0.861298 -0.998937 -1.82 3.46 0.98
C -0.978551 -1.252048 -0.304393 1.33 1.59 -0.39
N -1.954768 -0.388527 0.275766 4.13 1.58 -2.34
C -1.652629 1.001156 0.152923 1.89 -0.05 -0.87
C -0.400404 1.650219 -0.482505 0.45 -4.13 -0.29
H 3.772888 -1.380992 -0.797241 0.48 0.09 0.89
H 4.825445 -0.974784 0.488364 -0.31 0.45 -0.61
H 1.050046 -1.661625 -1.429543 -1.45 1.64 0.75
H -1.186832 -2.383972 -0.222461 0.28 2.08 -0.15
H -2.415680 1.732372 0.615981 1.31 -1.42 -0.83
H -0.217550 2.776851 -0.514277 -0.43 -1.95 0.19
C 3.716816 0.831916 3.310348 0.04 0.21 -0.10
N 4.012431 -0.521612 3.848008 0.26 -0.04 -0.07
O 5.052817 -1.051553 3.493108 -0.60 0.00 0.26
O 3.188614 -1.007447 4.608118 0.49 0.03 -0.35
H 4.529796 1.132882 2.652913 -0.14 -0.14 0.09
H 2.779516 0.769137 2.759744 0.11 0.02 0.12
H 3.633926 1.512359 4.157541 -0.09 -0.14 -0.04
C 0.940060 -0.859805 6.509731 0.19 -0.18 -0.09
N -0.517564 -0.895333 6.795510 -0.24 0.05 0.10
O -1.089808 -1.965066 6.654006 0.02 0.47 0.10
O -1.036122 0.149659 7.150274 0.14 -0.62 -0.18
H 1.262404 -1.853599 6.206053 -0.14 0.17 0.04
H 1.099309 -0.141365 5.707657 -0.02 -0.03 0.19
H 1.447639 -0.552256 7.423319 -0.09 0.10 -0.13
C 1.638020 -4.315083 1.874157 -0.05 -0.17 0.30
N 1.183686 -4.005782 0.493444 -0.20 -0.26 -0.12
O 0.308531 -4.710006 0.019243 0.46 0.56 0.04
O 1.722783 -3.063116 -0.067295 -0.02 -0.84 0.30
H 1.075617 -5.169950 2.245063 0.02 0.15 -0.16
H 2.702067 -4.544016 1.826275 -0.09 0.17 0.00
H 1.449744 -3.433901 2.486941 0.13 -0.03 -0.11
C -3.636633 -3.173329 -2.455427 -0.33 -0.13 0.08
N -2.749379 -2.466559 -3.415488 0.10 0.07 -0.10
O -3.205942 -2.206007 -4.518491 0.28 -0.16 0.50
O -1.625229 -2.196221 -3.030047 -0.53 -0.13 -0.46
H -4.600001 -3.347673 -2.931121 0.20 0.08 -0.02
H -3.156584 -4.116908 -2.198010 0.04 0.18 0.07
H -3.748311 -2.533905 -1.579756 0.16 -0.09 -0.03
C -1.220669 4.592167 -3.711692 0.22 0.30 -0.02
N -1.940236 3.730238 -2.737994 -0.23 -0.34 -0.08
O -1.914247 4.065256 -1.560220 -0.13 -0.13 -0.48
O -2.505056 2.749925 -3.184639 0.30 0.56 0.47
H -0.766992 5.424009 -3.175702 -0.11 -0.17 0.01
H -0.457924 3.979773 -4.191298 -0.21 0.00 -0.05
H -1.951732 4.951683 -4.434866 0.10 -0.20 0.00
C 5.198257 0.990560 -3.476650 -0.12 -0.18 0.12
N 6.329820 1.339093 -4.375121 0.27 -0.02 -0.26
O 7.073365 0.433985 -4.717635 -0.26 0.53 0.09
O 6.431085 2.509515 -4.704351 0.02 -0.58 0.13
H 5.231506 -0.076950 -3.267721 0.09 0.18 -0.07
H 5.316967 1.566356 -2.560511 -0.04 0.00 -0.19
H 4.275614 1.253720 -3.993100 0.11 0.09 0.10
C -4.173684 -3.270636 5.121158 -0.21 0.00 0.28
N -3.666711 -3.963517 3.907330 0.03 -0.17 -0.21
O -4.260335 -4.966912 3.544383 0.40 0.44 0.02
O -2.690383 -3.475819 3.361399 -0.46 -0.34 0.18
H -5.039543 -3.811789 5.498418 0.15 0.00 -0.17
H -3.370082 -3.266618 5.857064 -0.01 0.17 -0.16
H -4.448787 -2.257468 4.830478 0.20 -0.07 0.05
C -3.188453 5.396128 0.901992 -0.04 -0.20 -0.28
N -3.135089 5.082004 2.353674 -0.01 -0.08 0.29
O -3.002189 3.909946 2.669246 -0.05 0.57 0.00
O -3.228353 6.022533 3.125150 0.06 -0.53 -0.28
H -3.093936 4.470469 0.338908 -0.01 0.15 0.19
H -4.148279 5.871941 0.703785 0.16 0.08 0.09
H -2.360235 6.068129 0.680585 -0.16 0.01 0.06
C -1.746845 -0.200986 -6.163172 0.05 -0.16 -0.02
N -1.973339 0.873467 -7.165696 0.08 0.05 -0.27
O -1.875054 0.571722 -8.344416 -0.11 0.36 0.51
O -2.242154 1.983649 -6.733496 0.13 -0.42 -0.33
H -1.518626 -1.127378 -6.686520 -0.09 0.20 0.01
H -0.909110 0.105291 -5.537528 -0.19 0.04 0.04
H -2.658797 -0.303528 -5.579628 0.22 0.13 -0.03
```
Positions in Å, forces in eV/Å.

## Properties
SMILES: NOC(=O)Oc1ccncc1.C[N+](=O)[O-].C[N+](=O)[O-].C[N+](=O)[O-].C[N+](=O)[O-].C[N+](=O)[O-].C[N+](=O)[O-].C[N+](=O)[O-].C[N+](=O)[O-].C[N+](=O)[O-]
DFT total energy (a.u.): -2772.637168
E_HOMO (eV): -9.21
Gap between HOMO and LUMO (eV): 8.827

- Among the records above, which one has the highest gap between HOMO and LUMO?
  C15H33ClO4Si